1.
The following is a DFT calculation (wB97M-V/def2-TZVPD) of 2 unconnected molecules or ions with the total composition C9H12O2SSi.

Each line ends with the Mulliken charge.
Positions of all 25 atoms, in Å:
C 3.3170 -0.7014 1.0698  -0.3991
C 2.0232 -1.1235 0.7253  -0.1737
C 3.6428 0.4933 0.4997  -0.5130
C 1.3208 -0.2688 -0.0459  0.2558
C -1.0957 1.9535 0.5440  0.4804
C -1.3225 -1.8241 -0.3921  0.7925
C -2.5334 2.2406 0.5974  -1.0046
C -1.5456 -1.8222 1.0551  -1.2235
C -0.1658 0.2769 -2.7511  -1.1190
O -0.2224 2.6425 0.9000  -0.3956
O -1.8501 -2.5358 -1.2109  -0.5685
Si -0.3489 -0.3218 -0.9981  0.2129
S 2.2884 1.1655 -0.3041  -0.1093
H 4.0726 -1.0958 1.7794  0.3022
H 1.5288 -2.0251 1.2548  0.1568
H 4.5996 0.9372 0.6028  0.4349
H -2.8172 1.2184 0.7020  0.2504
H -3.1129 2.5851 -0.3632  0.2763
H -2.7304 2.9110 1.5250  0.2907
H -1.0595 -2.6453 1.5601  0.3554
H -2.6201 -2.1114 1.2174  0.3123
H -1.2812 -0.9095 1.5475  0.3356
H 0.8172 -0.1794 -3.1650  0.3401
H -0.9098 -0.1895 -3.4369  0.3407
H 0.0052 1.3298 -2.9129  0.3692

Summary:
- total charge = 0
- energy relative to the best compared isomer or geometry (same formula, charge and spin) (kcal/mol) = 19.4
- DFT total energy (Ha) = -1188.1706

=====

2.
The following is a DFT calculation (wB97M-V/def2-TZVPD) of a single C9H12O3S molecule.

Each line ends with the Mulliken charge.
Positions of all 25 atoms, in Å:
C -0.4993 0.7193 1.0105  -0.8024
C 1.4447 -0.9128 1.7514  -0.8695
C 0.3620 2.8581 0.0426  -1.2131
C 0.1124 -0.7383 0.8359  -0.2198
C 0.3202 -0.7826 -0.6961  0.3296
C 0.7766 0.6896 -1.1011  -0.5013
C 0.0859 1.5778 -0.1076  0.7082
C 2.2219 0.1898 1.3650  -0.3794
C -0.9317 -1.1581 -1.5506  -1.4440
O 3.2720 -1.5354 -0.4379  -0.6196
O 4.4308 0.6037 -0.0696  -0.6477
O 2.1802 0.7752 -0.9587  -0.3427
S 3.1770 -0.1277 -0.0223  1.2243
H -1.6787 0.8336 0.8875  0.2600
H -0.3090 0.9624 2.0563  0.4110
H 0.9585 -0.8937 2.6882  0.4906
H 1.7736 -1.8476 1.4609  0.5168
H 0.9348 3.2547 -0.7628  0.2971
H -0.0608 3.3534 0.8316  0.4000
H -0.3932 -1.6528 1.0364  0.5658
H 1.1499 -1.5328 -1.0965  0.3751
H 0.4438 0.6793 -2.2097  0.4356
H -0.7332 -1.8314 -2.4381  0.3447
H -1.4759 -0.2892 -1.9987  0.3494
H -1.8336 -1.6191 -1.0546  0.3314

Summary:
- total charge = 0
- energy relative to the best compared isomer or geometry (same formula, charge and spin) (kcal/mol) = 146.9
- DFT total energy (Ha) = -973.7995

=====

3.
The following is a DFT calculation (wB97M-V/def2-TZVPD) of 2 unconnected molecules or ions with the total composition C9H12O4P2.

Each line ends with the Mulliken charge.
Positions of all 27 atoms, in Å:
C -1.6418 2.4796 1.1056  -0.5925
C -2.1726 0.6673 -0.3633  -0.8605
C -0.4910 1.8182 1.4651  -0.2444
C -0.9554 0.0471 -0.0698  -0.5028
C -2.4398 1.9820 0.0991  0.9212
C -0.1274 0.6032 0.9650  0.0549
C 3.0363 -3.8002 -1.2395  -0.7788
C -3.6954 2.7726 -0.1652  -1.4845
C 2.6554 -0.1832 0.0485  -0.9038
O 2.0844 0.2763 2.6403  -0.8709
O 1.7424 -2.5993 -3.3962  -0.7364
O 1.0846 -1.7642 1.3414  -0.5268
O 0.5047 -3.0302 -1.1442  -0.6560
P 1.5598 -0.2105 1.3384  0.8100
P 1.7792 -2.9440 -1.9382  0.7220
H -1.9203 3.4076 1.4680  0.4319
H -2.7352 0.1552 -1.0212  0.4455
H 0.1885 2.0892 2.3226  0.2614
H -0.5821 -0.9502 -0.3853  0.4299
H 4.0153 -3.6540 -1.6998  0.1625
H 2.9930 -3.8845 -0.2522  0.3838
H -3.4144 3.6339 -0.5999  0.3832
H -4.3218 2.0847 -0.7555  0.3561
H -4.2608 3.0097 0.7530  0.3144
H 2.2862 -0.5789 -0.8604  0.1566
H 3.2640 0.7168 -0.2751  0.2069
H 1.5645 -2.1440 0.6190  0.1171

Summary:
- total charge = -2
- energy relative to the best compared isomer or geometry (same formula, charge and spin) (kcal/mol) = 38.5
- DFT total energy (Ha) = -1333.8426

=====

4.
The following is a DFT calculation (wB97M-V/def2-TZVPD) of a single C9H12Si molecule.

Each line ends with the Mulliken charge.
Positions of all 22 atoms, in Å:
C -1.2224 2.2582 1.3966  -0.5927
C -0.4755 1.6284 2.3432  -0.3786
C -0.9769 2.0421 0.0322  -0.5747
C 0.3223 0.5366 1.9302  -0.5862
C -0.3198 0.9385 -0.4302  0.5285
C 0.2402 0.0754 0.6306  0.5387
C -0.2525 0.3316 -1.7938  -0.9155
C 1.1186 -0.4412 -1.7637  -0.7644
C 0.0255 -2.8316 -0.1791  -0.9588
Si 1.0774 -1.3018 -0.0850  0.1966
H -1.8431 3.1156 1.5906  0.3552
H -0.5109 1.8709 3.3980  0.3637
H -1.5124 2.6521 -0.6809  0.3533
H 0.8634 0.1090 2.7443  0.3695
H -1.1494 -0.3014 -1.8050  0.2331
H -0.2604 0.9651 -2.6355  0.4474
H 1.2643 -1.0897 -2.6998  0.3300
H 1.9346 0.2698 -1.9583  0.3885
H 0.5016 -3.6168 -0.7071  0.3404
H -0.2397 -3.1995 0.8620  0.2673
H -0.9106 -2.5379 -0.7291  0.2826
H 2.3255 -1.4735 0.5400  -0.2240

Summary:
- total charge = 0
- energy relative to the best compared isomer or geometry (same formula, charge and spin) (kcal/mol) = 0.0
- DFT total energy (Ha) = -639.6121
- SMILES = C[Si@H]1CCc2ccccc21

=====

5.
The following is a DFT calculation (wB97M-V/def2-TZVPD) of 2 unconnected molecules or ions with the total composition C9H13Br2FN2.

Each line ends with the Mulliken charge.
Positions of all 27 atoms, in Å:
C 0.5769 1.7224 -0.2454  -0.6433
C 2.0705 1.2474 -0.6770  -0.7339
C 2.3771 -0.2970 -0.2839  0.1687
F 3.6149 -0.6335 -1.0101  -0.3776
C 2.6542 -0.5334 1.2822  0.1761
C 2.6796 0.8019 2.1672  0.0305
N 2.6644 1.9358 2.6022  -0.4856
C 1.6771 -1.5964 1.9981  -0.6074
C 0.1510 -1.5316 1.5206  0.2418
N -0.9131 -1.7839 0.9855  -0.4190
H -0.0101 0.8409 0.1896  0.0557
H 0.6979 2.4837 0.6253  0.2783
H 0.0217 2.2580 -1.0903  0.2765
H 2.1249 1.2843 -1.8382  0.3595
H 2.8907 1.9748 -0.3172  0.3435
H 1.5658 -0.9623 -0.7401  0.3074
H 3.7251 -0.9808 1.3555  0.3298
H 2.0991 -2.6778 1.9684  0.3538
H 1.6686 -1.3218 3.1281  0.3369
Br -2.2594 0.5252 -2.5402  -0.1311
C -4.0636 0.4031 -1.8118  -0.5905
C -4.2049 -0.7894 -0.8983  -0.4414
Br -4.3587 -2.4456 -1.9157  -0.1244
H -4.7484 0.3813 -2.6603  0.3736
H -4.2094 1.3320 -1.2574  0.3331
H -5.1289 -0.7243 -0.3210  0.3343
H -3.3630 -0.9129 -0.2157  0.2544

Summary:
- total charge = 0
- DFT total energy (Ha) = -5708.0344
- SMILES = CC[C@@H](F)[C@@H](C#N)CC#N.BrCCBr

=====

6.
The following is a DFT calculation (wB97M-V/def2-TZVPD) of 5 unconnected molecules or ions with the total composition C9H13Cl3N4.

Each line ends with the Mulliken charge.
Positions of all 29 atoms, in Å:
C 0.9558 -0.6591 4.4646  -0.9240
C 1.5983 -0.4211 3.1929  0.3772
N 2.1252 -0.2022 2.2029  -0.2890
H 0.2492 0.1366 4.7067  0.2736
H 1.6984 -0.6359 5.2639  0.3056
H 0.4239 -1.6074 4.4862  0.2784
C -0.7817 -0.2504 -0.2982  -0.5888
C -1.3138 0.7894 -1.1542  0.4270
N -1.6755 1.6578 -1.8039  -0.4702
H -0.1641 0.1427 0.5089  0.0403
H -0.2200 -0.9823 -0.8778  0.2624
H -1.5714 -0.8409 0.1685  0.3505
C 2.9785 0.4858 -1.2379  -0.1840
C 4.1356 0.1535 -0.3841  0.2839
N 5.0548 -0.0910 0.2585  -0.4160
H 3.3356 1.3190 -1.8403  0.2204
H 2.0771 0.7471 -0.6914  -0.2018
H 2.7306 -0.3813 -1.8479  0.2824
C -4.6994 -3.5511 -2.3666  -0.8097
C -3.4836 -2.7671 -2.2294  0.3098
N -2.5356 -2.1346 -2.1360  -0.3017
H -5.5289 -2.8989 -2.6454  0.2595
H -5.0150 -4.1360 -1.5093  0.2772
H -4.5531 -4.2221 -3.2171  0.2613
C 0.7044 4.0353 -0.2405  0.1544
Cl 1.3742 2.8623 0.9189  -0.1012
Cl 1.8049 4.1476 -1.6431  -0.1352
Cl 0.5713 5.6235 0.4851  -0.1328
H -0.2756 3.6806 -0.5340  0.1904

Summary:
- total charge = 0
- energy relative to the best compared isomer or geometry (same formula, charge and spin) (kcal/mol) = 0.0
- DFT total energy (Ha) = -1950.2906
- SMILES = ClC(Cl)Cl.CC#N.CC#N.CC#N.CC#N

=====

Q: The lowest total charge belongs to which entry?
A: C9H12O4P2

=====

Q: What is the DFT total energy in the fourth record?
A: -639.6121 Ha